Entry 1:
{
  "formula": "C11H21N",
  "method": "ωB97M-V/def2-TZVPD",
  "total_charge": 0,
  "smiles": "C[C@@H]1[C@@H]2CC[C@@H](C2)[C@@]1(C)N(C)C",
  "e_lumo_ev": 0.89,
  "gap_ev": 8.2471,
  "e_homo_ev": -7.36,
  "symbols": ["C", "C", "C", "C", "C", "C", "C", "C", "C", "N", "C", "C", "H", "H", "H", "H", "H", "H", "H", "H", "H", "H", "H", "H", "H", "H", "H", "H", "H", "H", "H", "H", "H"],
  "positions_angstrom": [[-3.158, 0.707, -1.037], [-2.168, -0.133, -0.235], [-2.253, 0.006, 1.365], [-2.052, 1.463, 2.021], [-0.610, 1.731, 1.759], [-0.154, 0.390, 1.118], [-1.011, -0.605, 1.842], [-0.580, 0.099, -0.391], [-0.109, 1.179, -1.297], [0.075, -1.113, -1.076], [1.349, -1.676, -0.524], [-0.484, -1.700, -2.312], [-2.822, 1.737, -0.932], [-3.205, 0.447, -2.127], [-4.204, 0.612, -0.591], [-2.460, -1.084, -0.652], [-3.088, -0.500, 1.738], [-2.457, 1.424, 3.174], [-2.657, 2.369, 1.684], [-0.406, 2.485, 0.977], [-0.063, 1.896, 2.734], [0.920, 0.208, 1.441], [-0.946, -1.528, 1.444], [-0.915, -0.608, 2.911], [0.848, 1.494, -1.034], [-0.165, 0.901, -2.392], [-0.705, 2.065, -1.201], [1.258, -2.263, 0.361], [2.014, -0.780, -0.428], [1.823, -2.307, -1.285], [-1.422, -1.276, -2.638], [0.295, -1.675, -3.043], [-0.703, -2.784, -2.134]],
  "forces_ev_per_a": [[-0.4, 0.9, 0.4], [0.8, 1.0, 0.9], [-1.7, 1.5, -0.8], [-3.8, 0.7, 1.0], [1.6, -0.5, -0.4], [2.8, -1.5, 0.9], [0.2, 1.9, 0.5], [0.4, -1.1, -1.0], [-2.0, 0.8, -1.8], [-0.2, -0.8, 2.0], [-0.7, 2.2, -2.2], [0.5, -1.1, 2.4], [-0.5, 0.4, -0.3], [0.1, 0.2, 1.0], [1.3, 0.1, -0.6], [0.6, -1.2, 1.0], [-1.7, -0.5, 0.5], [1.6, -0.2, -2.6], [0.3, -1.5, -0.2], [-0.2, 0.3, 1.0], [-0.2, 0.1, -1.4], [-0.8, 0.3, -1.3], [0.6, -3.4, -1.0], [0.1, 0.0, 0.6], [2.0, 0.2, 0.2], [0.1, 0.2, 1.2], [-0.5, 0.8, 0.0], [-0.2, -0.2, 0.9], [-0.1, -1.0, 0.5], [-0.2, 0.1, 0.0], [0.0, 0.6, -0.1], [0.2, 0.2, -1.1], [0.0, 0.6, -0.2]],
  "nbo_charge": [-0.61, -0.24, -0.19, -0.43, -0.44, -0.21, -0.43, 0.20, -0.63, -0.51, -0.40, -0.41, 0.20, 0.21, 0.22, 0.22, 0.20, 0.21, 0.22, 0.22, 0.22, 0.22, 0.21, 0.20, 0.21, 0.21, 0.19, 0.18, 0.19, 0.20, 0.20, 0.19, 0.18]
}

Entry 2:
{
  "formula": "C19H39AlCl3F2N2NaO12RbS",
  "method": "ωB97M-V/def2-TZVPD",
  "total_charge": 1,
  "e_lumo_ev": -8.22,
  "gap_ev": 1.0365,
  "e_homo_ev": -9.25,
  "symbols": ["C", "C", "C", "C", "C", "O", "C", "N", "C", "C", "O", "C", "N", "O", "C", "H", "H", "H", "H", "H", "H", "H", "H", "H", "H", "H", "H", "H", "H", "H", "H", "H", "H", "H", "H", "H", "H", "Rb", "O", "H", "F", "Na", "C", "Cl", "Cl", "Cl", "H", "O", "S", "O", "O", "C", "C", "C", "H", "H", "H", "H", "H", "H", "H", "H", "Al", "F", "C", "O", "O", "O", "H", "O", "C", "O", "C", "C", "C", "H", "H", "H", "H", "H", "H"],
  "positions_angstrom": [[-1.698, -5.731, -1.016], [-0.682, -5.218, -1.811], [-0.887, -3.884, -2.619], [0.200, -2.747, -2.367], [-0.075, -1.615, -3.508], [-1.442, -1.564, -3.945], [-2.193, -0.503, -3.328], [-3.500, -1.036, -2.848], [-0.004, -1.952, -0.986], [0.116, -2.844, 0.311], [-0.164, -1.932, 1.459], [1.587, -3.473, 0.594], [1.902, -3.753, 2.038], [1.571, -3.154, -2.495], [1.806, -4.027, -3.621], [-1.576, -6.755, -0.494], [-2.688, -5.168, -0.864], [0.276, -5.819, -1.871], [-0.965, -4.091, -3.727], [-1.893, -3.457, -2.287], [0.571, -1.752, -4.421], [0.259, -0.628, -3.032], [-1.700, -0.034, -2.426], [-2.431, 0.328, -4.064], [-3.351, -1.512, -1.954], [-3.886, -1.704, -3.521], [0.626, -1.006, -0.937], [-1.090, -1.586, -1.030], [-0.720, -3.619, 0.367], [-0.840, -1.273, 1.127], [1.661, -4.421, -0.033], [2.353, -2.741, 0.194], [1.161, -4.308, 2.503], [2.151, -2.899, 2.565], [1.845, -5.092, -3.239], [2.853, -3.794, -4.014], [1.108, -3.876, -4.494], [1.024, -1.266, 2.988], [3.506, 1.345, 5.295], [4.277, 1.902, 5.145], [4.745, 2.376, 6.787], [-3.434, -6.441, 0.174], [-4.885, -1.944, 1.052], [-3.720, -3.282, 0.973], [-5.799, -1.827, -0.453], [-5.973, -2.150, 2.428], [-4.331, -1.019, 1.190], [-1.927, 3.791, 2.115], [-2.071, 3.241, 0.793], [-1.037, 2.439, 0.187], [-2.480, 4.417, -0.226], [-1.656, 5.587, -0.288], [-0.389, 5.340, -1.084], [-3.595, 2.346, 0.713], [-1.427, 5.951, 0.717], [-2.246, 6.360, -0.784], [0.271, 4.639, -0.566], [0.160, 6.272, -1.234], [-0.622, 4.903, -2.058], [-4.391, 2.968, 1.121], [-3.483, 1.441, 1.309], [-3.798, 2.086, -0.326], [2.964, 3.133, 5.199], [-2.960, -6.351, -3.238], [-2.097, 4.585, 5.842], [-3.110, 4.141, 5.251], [-0.960, 4.368, 5.134], [-1.996, 5.165, 6.932], [-1.446, 3.921, 4.402], [5.333, 2.879, 2.933], [5.326, 3.205, 1.772], [5.924, 4.324, 1.303], [5.635, 4.473, -0.096], [5.276, 3.085, -0.576], [4.629, 2.476, 0.652], [4.807, 5.179, -0.207], [6.509, 4.871, -0.610], [4.634, 3.087, -1.457], [6.186, 2.531, -0.823], [3.558, 2.692, 0.699], [4.808, 1.403, 0.712]],
  "forces_ev_per_a": [[1.8, 0.8, -0.9], [-1.6, -0.5, 1.2], [-0.1, -0.4, 1.1], [-0.9, 1.3, -1.0], [0.7, 0.3, 0.4], [1.1, 1.3, 1.1], [-1.8, 0.1, 0.1], [1.2, 0.5, 0.0], [-0.6, -1.2, -0.3], [0.0, 0.1, 0.0], [-4.9, -1.4, -6.4], [-0.7, 0.4, -0.5], [-0.5, 0.2, -0.8], [-1.0, -0.1, -0.1], [1.5, -0.3, -0.4], [0.3, 1.6, -1.1], [2.2, -0.2, -1.3], [-1.3, 0.9, -0.2], [0.0, 0.0, 1.4], [1.3, -0.6, -0.7], [-0.6, -0.2, 1.0], [-0.5, -1.1, -0.8], [-0.2, -0.6, -1.1], [0.5, -1.1, 0.6], [-0.2, -0.1, -0.6], [0.2, 0.3, 0.3], [-0.4, -1.3, 0.0], [1.3, -0.5, 0.1], [1.4, 0.8, -0.4], [0.8, -1.2, 0.3], [0.0, 1.3, 0.9], [-0.8, -0.9, 0.4], [0.8, 0.6, -0.3], [0.4, -2.6, -1.0], [-0.4, 1.1, -0.8], [-1.4, -0.2, 0.6], [0.5, -0.3, 1.2], [3.6, 4.5, 6.7], [-3.0, 2.1, -1.9], [2.4, -1.5, 0.2], [-0.7, 1.8, -0.5], [-1.5, -1.0, 0.3], [-0.9, 0.2, -0.1], [0.4, 0.0, 0.0], [0.2, 0.0, 0.3], [0.2, 0.0, -0.1], [0.0, -0.2, 0.0], [0.5, -0.3, -0.4], [-0.9, 0.6, -0.7], [0.0, 0.1, 0.6], [-0.1, -1.0, 0.6], [0.8, 0.8, -0.2], [0.2, -0.3, 0.0], [-0.1, 0.1, -0.2], [-0.1, -0.2, 0.0], [-0.2, -0.3, 0.1], [0.0, 0.1, 0.0], [-0.1, 0.0, 0.0], [0.0, 0.1, 0.0], [0.1, 0.0, 0.0], [0.1, 0.1, 0.1], [0.1, 0.0, 0.0], [1.1, -2.4, 1.9], [-0.2, 0.1, 0.9], [0.3, 0.4, 0.6], [-0.3, 0.3, 0.8], [-0.2, -0.5, -0.6], [-0.5, -0.4, -0.4], [1.1, 0.0, -0.6], [-0.1, 0.4, 0.1], [-0.1, 0.2, 0.3], [-0.2, -0.6, 0.5], [0.1, 0.3, -0.5], [-0.1, -0.3, -0.5], [0.3, -0.2, -0.4], [0.0, 0.0, 0.1], [0.0, 0.1, 0.3], [0.1, 0.1, 0.1], [-0.1, 0.1, 0.0], [0.0, -0.1, 0.1], [-0.2, 0.1, 0.3]],
  "mulliken_charge": [-0.22, -0.81, -0.40, 1.62, -0.84, -0.33, -0.12, -0.45, -1.39, 1.49, -0.72, -0.76, -0.56, -0.45, -0.74, 0.21, 0.17, 0.09, 0.54, -0.04, 0.32, 0.33, 0.08, 0.33, 0.05, 0.27, 0.24, 0.10, -0.23, 0.30, 0.24, 0.33, 0.28, 0.17, 0.24, 0.29, 0.33, 0.90, -0.31, 0.45, -0.55, 0.96, 0.62, -0.08, -0.09, -0.10, -0.32, -0.60, 1.13, -0.54, -0.30, -0.35, -0.87, -0.97, 0.29, 0.29, 0.18, 0.40, 0.27, 0.40, 0.20, 0.40, 0.77, -0.83, 0.78, -0.51, -0.40, -0.49, 0.33, -0.59, 0.47, -0.34, -0.42, -0.52, -0.12, 0.25, 0.32, 0.33, 0.29, 0.09, 0.25]
}

Entry 3:
{
  "formula": "C16H19CdF4O18S",
  "method": "ωB97M-V/def2-TZVPD",
  "total_charge": 1,
  "e_lumo_ev": -1.80,
  "gap_ev": 10.3063,
  "e_homo_ev": -12.11,
  "symbols": ["Cd", "C", "F", "F", "F", "S", "O", "O", "O", "C", "C", "O", "C", "O", "O", "F", "H", "H", "H", "C", "C", "O", "C", "O", "O", "H", "H", "H", "H", "C", "C", "O", "C", "O", "O", "H", "H", "H", "H", "C", "C", "O", "C", "O", "O", "H", "H", "H", "H", "C", "C", "O", "C", "O", "O", "H", "H", "H", "H"],
  "positions_angstrom": [[0.153, -0.409, -0.336], [2.010, 3.750, 0.095], [2.663, 4.651, 0.834], [1.493, 4.406, -0.928], [2.825, 2.806, -0.410], [0.785, 2.717, 1.103], [0.204, 1.773, 0.119], [1.747, 2.188, 2.078], [-0.308, 3.457, 1.590], [-3.315, -0.128, 3.767], [-3.376, -1.643, 3.423], [-2.747, -1.765, 2.224], [-2.621, -0.480, 1.742], [-2.060, -0.301, 0.668], [-3.132, 0.470, 2.463], [-4.640, -2.063, 3.334], [-2.493, 0.216, 4.467], [-4.339, 0.099, 4.125], [-2.899, -2.236, 4.181], [5.449, 0.960, -1.765], [4.508, 1.457, -2.895], [3.245, 0.715, -2.627], [3.348, 0.172, -1.397], [2.478, -0.536, -0.888], [4.498, 0.472, -0.735], [6.050, 1.716, -1.329], [6.047, 0.074, -1.974], [4.828, 1.338, -3.910], [4.194, 2.502, -2.781], [-3.602, 1.498, -4.068], [-3.428, 2.461, -2.844], [-2.530, 1.701, -1.956], [-2.211, 0.538, -2.547], [-1.280, -0.194, -2.240], [-3.067, 0.257, -3.515], [-2.838, 1.744, -4.837], [-4.610, 1.348, -4.340], [-4.332, 2.651, -2.285], [-2.932, 3.349, -3.076], [3.449, 0.364, 3.181], [2.583, 0.384, 4.393], [1.283, -0.136, 3.914], [1.564, -0.572, 2.715], [0.710, -0.828, 1.903], [2.822, -0.495, 2.293], [4.407, -0.032, 3.445], [3.503, 1.221, 2.578], [2.497, 1.404, 4.810], [2.800, -0.317, 5.143], [-1.971, -5.279, -1.946], [-2.890, -4.102, -1.746], [-2.067, -3.070, -1.160], [-0.766, -3.414, -1.389], [0.129, -2.650, -1.265], [-0.638, -4.714, -1.788], [-2.033, -5.626, -2.957], [-2.130, -5.948, -1.093], [-3.701, -4.291, -0.956], [-3.318, -3.629, -2.606]],
  "forces_ev_per_a": [[0.0, 0.1, 0.1], [-1.0, -0.3, 0.4], [0.1, -0.8, -0.1], [-0.5, 0.1, -0.3], [0.8, 0.4, 0.0], [0.9, -0.8, 0.4], [1.3, -0.9, -0.6], [-1.2, 0.1, -1.1], [-0.7, 1.9, 1.0], [-1.0, -0.1, 0.8], [0.8, 0.9, 2.3], [0.4, 1.6, -0.9], [2.0, -0.9, -4.0], [-0.7, -0.2, 1.3], [0.0, -0.5, 1.2], [-1.3, -0.2, -0.3], [-1.0, -0.6, -0.9], [0.8, 0.4, 0.0], [0.4, -0.4, 0.2], [-1.5, -1.0, 0.0], [-1.1, 0.4, 1.5], [1.5, -0.5, 0.8], [-0.8, -0.5, 0.9], [0.8, 1.3, -0.8], [-0.7, 0.1, -1.9], [0.4, 0.8, 0.4], [0.1, 0.2, -0.5], [0.2, -0.6, -0.4], [0.5, -0.2, 0.2], [2.6, 0.4, 1.7], [-0.3, -2.3, 0.4], [0.5, -0.1, -0.8], [0.1, 0.3, 0.8], [-0.8, 0.6, 0.1], [-0.2, -0.4, -0.7], [-1.2, 0.2, -0.1], [-0.8, -0.1, -0.7], [-0.2, 0.0, 0.0], [0.7, 1.4, -0.4], [1.6, -0.4, 0.6], [-1.4, 1.4, 0.4], [1.3, 0.5, 0.1], [-0.6, 1.0, -2.6], [-1.6, -1.3, -0.5], [-1.3, -1.9, 0.5], [0.8, -0.1, 0.0], [0.5, 1.8, 0.3], [-0.4, -0.6, -0.2], [1.0, -0.7, 1.1], [0.5, 0.7, 0.9], [-1.7, 0.9, 2.4], [1.6, -0.8, -0.4], [-2.2, -1.4, -0.3], [1.5, 1.1, 0.6], [-0.5, 1.5, 0.2], [-0.1, -0.9, -0.1], [0.2, -0.5, -0.8], [1.0, 0.1, -1.4], [-0.3, -0.3, -0.8]],
  "nbo_charge": [1.79, 0.72, -0.30, -0.31, -0.34, 2.35, -1.11, -1.01, -0.93, -0.15, 0.43, -0.46, 1.01, -0.68, -0.43, -0.33, 0.23, 0.23, 0.17, -0.10, -0.10, -0.47, 1.02, -0.71, -0.47, 0.22, 0.21, 0.22, 0.21, -0.10, -0.09, -0.46, 1.02, -0.70, -0.48, 0.21, 0.22, 0.21, 0.21, -0.12, -0.10, -0.45, 1.02, -0.74, -0.44, 0.20, 0.24, 0.23, 0.20, -0.11, -0.10, -0.48, 1.01, -0.66, -0.47, 0.22, 0.21, 0.21, 0.20]
}

Entry 4:
{
  "formula": "C29H23F2N5O3Tl",
  "method": "ωB97M-V/def2-TZVPD",
  "total_charge": 1,
  "e_lumo_ev": [-3.97, -4.44],
  "gap_ev": [7.0225, 6.9578],
  "e_homo_ev": [-10.99, -11.40],
  "symbols": ["Tl", "O", "C", "C", "C", "C", "N", "C", "C", "C", "C", "C", "C", "O", "C", "C", "N", "H", "H", "H", "H", "H", "H", "H", "H", "H", "H", "H", "H", "F", "C", "C", "C", "C", "C", "F", "C", "C", "C", "C", "C", "C", "N", "H", "H", "H", "H", "H", "H", "O", "N", "N", "C", "C", "C", "C", "C", "C", "H", "H", "H", "H", "H"],
  "positions_angstrom": [[0.787, -1.659, 1.046], [-1.343, 4.851, 3.736], [-1.494, 3.728, 4.591], [-1.310, 2.479, 3.785], [-2.094, 1.411, 3.951], [-1.720, 0.100, 3.403], [-0.733, -0.093, 2.625], [-0.053, 1.078, 2.117], [-0.124, 2.427, 2.874], [-0.541, 1.336, -0.469], [-0.777, 2.241, -1.498], [-0.584, 1.858, -2.813], [-0.775, 2.832, -3.950], [-1.474, 4.000, -3.585], [-0.165, 0.552, -3.055], [0.059, -0.282, -1.983], [-0.117, 0.092, -0.710], [-1.361, 5.654, 4.266], [-2.471, 3.716, 5.082], [-0.723, 3.733, 5.372], [-2.951, 1.452, 4.612], [-2.288, -0.771, 3.719], [0.782, 2.739, 3.396], [-1.101, 3.249, -1.274], [-1.244, 2.322, -4.797], [0.212, 3.161, -4.283], [-2.416, 3.805, -3.527], [-0.015, 0.191, -4.064], [0.404, -1.299, -2.138], [6.251, -2.055, -0.707], [5.292, -1.251, -0.246], [4.030, -1.783, -0.008], [3.075, -0.913, 0.448], [3.284, 0.446, 0.685], [4.580, 0.893, 0.448], [4.900, 2.171, 0.713], [5.592, 0.075, -0.017], [2.146, 1.305, 1.135], [2.068, 2.721, 0.728], [1.002, 3.512, 0.886], [-0.317, 3.121, 1.485], [-0.814, 1.750, 0.949], [1.264, 0.647, 1.774], [3.847, -2.835, -0.182], [6.586, 0.464, -0.184], [2.937, 3.128, 0.233], [1.082, 4.529, 0.518], [-1.027, 3.940, 1.469], [-1.883, 1.654, 1.148], [-2.501, -2.912, 0.513], [-1.412, -3.127, 0.022], [-0.931, -3.818, -0.835], [-1.537, -4.872, -1.604], [-1.479, -6.169, -1.125], [-2.012, -7.190, -1.897], [-2.575, -6.914, -3.135], [-2.605, -5.609, -3.606], [-2.079, -4.577, -2.843], [-1.031, -6.370, -0.161], [-1.977, -8.207, -1.530], [-2.991, -7.715, -3.731], [-3.035, -5.388, -4.573], [-2.098, -3.555, -3.196]],
  "forces_ev_per_a": [[0.5, 0.1, -0.2], [0.0, 0.0, 0.0], [0.0, 0.0, 0.0], [0.0, 0.1, -0.1], [0.0, -0.2, 0.0], [0.0, 0.1, 0.1], [0.0, 0.0, -0.1], [-0.2, 0.0, 0.0], [0.1, 0.0, 0.0], [-0.1, 0.0, 0.0], [0.0, 0.0, 0.0], [0.0, 0.0, 0.0], [0.0, 0.0, 0.0], [0.0, 0.0, 0.0], [0.0, 0.0, 0.0], [0.1, -0.1, 0.0], [-0.1, 0.0, 0.1], [0.0, 0.0, 0.0], [0.0, 0.0, 0.0], [0.0, 0.0, 0.0], [0.0, 0.0, 0.0], [0.0, 0.0, 0.0], [0.0, 0.0, 0.0], [0.0, 0.0, 0.0], [0.0, 0.0, 0.0], [0.0, 0.0, 0.0], [0.0, 0.0, 0.0], [0.0, 0.0, 0.0], [0.0, 0.0, 0.0], [0.0, 0.0, 0.0], [0.0, 0.0, 0.0], [0.0, 0.0, 0.0], [-0.3, -0.1, 0.1], [0.0, 0.0, -0.1], [0.0, 0.0, 0.0], [0.0, 0.0, 0.0], [0.0, 0.0, 0.0], [0.2, 0.0, -0.1], [0.0, -0.1, 0.0], [-0.1, 0.0, 0.0], [0.0, 0.0, 0.0], [0.1, -0.1, -0.2], [-0.3, 0.0, 0.2], [0.0, 0.0, 0.0], [0.0, 0.0, 0.0], [0.0, 0.0, 0.0], [0.0, 0.0, 0.0], [0.0, 0.0, 0.0], [0.0, 0.0, 0.1], [0.1, -0.1, 0.0], [-0.8, 0.1, 0.0], [1.4, -0.1, -0.3], [-0.6, 0.3, 0.3], [0.0, 0.0, 0.1], [0.0, 0.0, 0.0], [0.0, 0.0, 0.0], [0.0, 0.0, 0.0], [-0.1, 0.0, 0.0], [0.0, 0.0, 0.0], [0.0, 0.0, 0.0], [0.0, 0.0, 0.0], [0.0, 0.0, 0.0], [0.0, 0.0, 0.0]],
  "mulliken_charge": [1.10, -0.49, -0.86, -0.01, -1.08, -0.52, -0.42, 1.09, 0.19, -0.52, -0.88, 0.42, -0.92, -0.52, -1.21, -0.41, 0.23, 0.32, 0.37, 0.33, 0.46, 0.49, 0.68, 0.70, 0.46, 0.30, 0.31, 0.46, 0.49, -0.30, 0.38, -0.75, -0.03, -0.18, 0.31, -0.33, -0.84, 1.24, -0.58, -1.38, 0.02, -0.29, -0.78, 0.49, 0.52, 0.48, 0.50, 0.86, 1.11, -0.50, 0.49, -0.18, 0.31, -0.40, -0.42, -0.52, -0.49, -0.28, 0.41, 0.37, 0.39, 0.36, 0.43]
}